{"formula": "C30H25ClN8O3PtS2", "method": "ωB97M-V/def2-TZVPD", "fmax_ev_per_a": 1.2, "homo_energy_ev": -12.471, "homo_lumo_gap_ha": 0.1975, "relative_energy_kcal_mol": 0.0, "lumo_ev": -7.1, "charge": 2, "species": ["Pt", "Cl", "C", "C", "C", "C", "O", "C", "C", "N", "C", "C", "C", "C", "C", "C", "C", "C", "N", "C", "C", "H", "H", "H", "H", "H", "H", "H", "H", "H", "H", "N", "C", "C", "C", "C", "C", "C", "S", "O", "O", "N", "C", "N", "C", "C", "C", "N", "H", "H", "H", "H", "H", "H", "H", "H", "H", "C", "N", "C", "C", "N", "C", "S", "H", "H", "H", "H", "H", "H"], "xyz": [[-0.2493, -0.1224, 0.2336], [0.9804, -7.2126, -0.3712], [0.7153, -5.5176, -0.5296], [1.0346, -4.8771, -1.7435], [0.8349, -3.5335, -1.9057], [0.3189, -2.7455, -0.8598], [0.1492, -1.4716, -1.1378], [-0.0158, -3.3887, 0.3645], [-0.5939, -2.7518, 1.4855], [-0.8098, -1.4749, 1.6300], [-1.4417, -0.8830, 2.7582], [-2.0075, -1.5387, 3.8208], [-2.6074, -0.8061, 4.8688], [-2.6503, 0.5597, 4.8420], [-2.0707, 1.2647, 3.7605], [-2.0805, 2.6759, 3.6435], [-1.5038, 3.2783, 2.5606], [-0.9048, 2.4819, 1.5719], [-0.8720, 1.1704, 1.6732], [-1.4580, 0.5329, 2.7341], [0.1934, -4.7916, 0.4949], [1.4424, -5.4665, -2.5544], [1.0678, -3.0386, -2.8385], [-0.8831, -3.4055, 2.3052], [-2.0322, -2.6195, 3.8662], [-3.0583, -1.3469, 5.6895], [-3.1454, 1.1132, 5.6292], [-2.5639, 3.2668, 4.4118], [-1.5074, 4.3517, 2.4379], [-0.4575, 2.9076, 0.6814], [-0.0729, -5.2838, 1.4219], [-3.2429, -2.0832, -6.2427], [-2.7953, -1.3140, -5.2242], [-2.9026, -1.7536, -3.8910], [-2.4749, -0.9561, -2.8581], [-1.9012, 0.2896, -3.1239], [-1.7935, 0.7408, -4.4443], [-2.2201, -0.0545, -5.4776], [-1.5262, 1.3755, -1.8351], [-1.7682, 2.7211, -2.2204], [-2.1810, 0.8317, -0.6044], [0.0203, 1.2014, -1.2692], [1.1077, 1.2084, -2.1588], [2.2383, 0.6758, -1.7156], [3.2666, 0.7210, -2.5626], [3.1694, 1.2836, -3.8208], [1.9297, 1.7920, -4.1709], [0.8860, 1.7519, -3.3472], [-3.7109, -2.9528, -6.0683], [-3.2205, -1.7500, -7.1887], [-3.3528, -2.7155, -3.6811], [-2.5989, -1.2934, -1.8381], [-1.3787, 1.7184, -4.6404], [-2.1369, 0.2975, -6.4980], [4.1953, 0.2828, -2.2141], [4.0093, 1.3138, -4.4978], [1.7590, 2.2453, -5.1406], [2.8380, 2.5154, 2.5317], [2.3330, 1.3524, 3.2721], [2.2759, 1.2681, 4.6438], [1.7025, 0.0800, 4.9524], [1.4446, -0.5415, 3.7575], [1.8132, 0.2380, 2.7292], [1.8821, -0.0449, 1.0069], [3.3974, 3.1345, 3.2260], [2.0025, 3.0779, 2.1207], [3.4893, 2.1900, 1.7276], [2.6596, 2.0469, 5.2791], [1.4893, -0.3749, 5.9035], [1.0167, -1.4475, 3.6522]]}